An isolated molecule of C6H7N in a non-equilibrium geometry. Source: the Open Molecules 2025 dataset; level of theory: wB97M-V/def2-TZVPD.

Geometry as ORCA input:
```
! RIJCOSX wB97M-V def2-TZVPD def2/J DEFGRID3
* xyz 0 1
C 1.778 -0.299 0.465
C 1.065 -0.820 -0.535
C -0.397 -0.656 -0.681
C -1.165 -0.086 0.573
C -0.895 1.411 0.436
C -0.808 1.484 -0.895
N -0.764 0.660 -1.813
H 2.864 -0.281 0.429
H 1.326 0.122 1.359
H 1.565 -1.297 -1.375
H -0.886 -1.503 -1.181
H -2.217 -0.375 0.478
H -0.810 -0.483 1.536
H -0.656 2.122 1.204
*
```

The value obtained for the maximum force is 0.0242 Eh/bohr. As for the relative energy (zero: lowest compared OMol25 entry of this formula, charge and spin): 495.1 kJ/mol. Its frontier orbital gap (spin up / spin down) is 7.4 / 7.3 eV. The SMILES is C=C[C@H]1CC=C=N1.